Entry from OMol25: 13 unconnected molecules or ions with the total composition C81H180N9O10 (ωB97M-V/def2-TZVPD).

Calculated values
- Charge: +5
- E_LUMO: -7.902 eV

Last column: Löwdin charge in e.
Positions of all 280 atoms, in Å:
N 19.19 15.16 14.77  -0.297
H 19.46 13.50 26.17  0.045
H 15.52 22.57 28.52  0.103
H 21.18 13.49 30.93  0.104
H 19.99 15.17 12.83  0.146
H 27.17 13.56 17.33  0.128
H 18.22 14.31 17.35  0.134
H 18.59 17.39 17.34  0.116
C 23.01 17.39 28.06  -0.026
H 9.78 17.60 22.23  0.141
H 21.94 10.65 24.40  0.099
C 22.19 21.54 20.67  -0.036
C 18.54 14.23 31.30  0.022
H 21.61 16.20 22.60  0.119
H 12.92 20.87 28.35  0.110
H 17.83 15.88 22.85  0.103
C 21.12 13.60 29.86  -0.150
H 19.97 19.77 17.34  0.061
H 21.96 22.38 19.99  0.076
H 23.12 21.77 21.24  0.075
H 20.40 20.83 18.78  0.040
O 15.26 18.69 26.13  -0.112
H 27.06 17.30 19.58  0.127
H 20.05 17.05 20.32  0.066
H 14.40 21.50 14.24  0.122
H 25.26 8.86 23.17  0.165
H 25.44 12.68 19.07  0.123
H 14.42 22.09 29.72  0.120
H 17.97 15.61 10.60  0.088
H 23.70 11.28 25.64  0.100
H 20.89 25.33 28.20  0.111
H 21.40 15.03 28.39  0.099
C 13.77 20.62 27.75  0.022
C 14.65 19.90 21.48  -0.162
H 18.57 16.29 25.28  0.074
C 12.21 19.94 22.13  -0.104
H 19.00 16.49 13.14  0.135
H 12.13 16.70 23.07  0.153
H 20.23 12.37 25.15  0.076
C 18.99 16.37 17.48  -0.176
N 25.57 15.95 20.00  -0.254
O 21.60 15.60 20.00  -0.065
H 21.99 14.57 24.85  0.109
H 21.19 15.74 14.79  0.135
H 13.83 19.40 24.23  0.126
C 20.94 14.57 25.10  -0.181
H 12.99 20.75 20.33  0.132
H 17.18 20.35 28.10  0.140
C 19.82 17.87 20.99  -0.216
O 15.75 16.41 24.75  -0.109
C 16.40 15.45 25.39  -0.639
H 24.23 12.56 24.54  0.111
C 20.43 13.26 25.76  -0.078
H 26.92 16.01 17.50  0.117
H 12.38 20.82 22.79  0.152
H 17.26 19.20 26.28  0.135
N 24.73 10.76 23.78  -0.287
C 16.85 23.23 15.72  -0.128
C 24.70 16.53 18.94  0.006
C 14.73 18.70 22.42  -0.171
C 14.95 14.29 28.85  -0.069
H 20.40 9.28 22.94  0.085
H 15.34 21.33 12.77  0.124
H 19.90 17.43 25.33  0.066
O 17.11 15.67 26.43  -0.076
H 15.64 20.26 16.78  0.120
O 20.71 24.48 27.77  -0.065
O 20.02 20.86 21.26  -0.074
C 16.49 21.10 14.57  -0.128
H 11.18 20.04 21.70  0.149
H 25.47 12.41 22.93  0.133
H 17.20 13.45 25.15  0.081
H 15.93 14.94 30.63  0.096
C 20.06 14.81 23.90  -0.088
H 12.76 17.28 21.58  0.121
H 15.48 13.55 24.69  0.094
C 23.52 10.68 22.88  -0.116
H 14.97 14.32 27.75  0.062
H 22.40 17.20 28.97  0.045
C 27.34 15.47 18.36  -0.159
C 11.46 18.97 24.21  0.009
C 19.01 15.42 13.27  -0.132
H 15.98 24.94 14.96  0.142
H 14.76 23.81 15.66  0.122
H 20.37 22.56 26.39  0.145
C 16.42 14.12 24.72  -0.017
H 24.21 14.37 20.33  0.085
H 22.16 21.92 28.15  0.108
C 19.57 13.80 15.00  -0.011
H 20.77 15.15 17.23  0.105
H 27.66 15.88 20.44  0.148
H 20.42 16.26 31.00  0.129
H 14.83 18.51 28.98  0.109
H 23.51 18.34 28.29  0.082
H 13.92 21.44 27.03  0.116
C 25.27 16.58 21.38  -0.094
H 18.04 21.10 18.55  0.098
H 18.43 18.41 22.44  0.110
H 23.05 22.24 24.11  0.090
H 19.30 12.40 29.77  0.140
C 18.69 21.50 17.78  -0.177
H 14.93 13.22 29.11  0.080
H 19.02 15.46 21.69  0.119
H 11.29 15.91 20.21  0.077
C 16.23 20.27 27.61  -0.107
H 22.57 9.12 23.96  0.106
C 19.14 15.72 29.45  -0.141
H 22.52 15.26 29.74  0.124
C 24.70 18.69 22.79  -0.064
H 19.54 14.42 19.94  0.051
H 21.84 18.14 21.56  0.119
H 17.22 13.00 29.36  0.145
H 17.71 23.54 15.11  0.158
H 24.27 8.92 24.68  0.130
H 21.14 12.94 26.55  0.076
C 17.90 15.49 15.42  -0.125
N 16.77 21.77 15.87  -0.310
H 21.25 20.32 26.67  0.096
C 27.22 11.37 23.75  -0.130
H 27.20 11.91 24.69  0.112
H 19.82 18.78 20.37  0.099
H 22.80 20.08 25.93  0.091
H 13.82 17.63 23.93  0.125
C 27.00 13.96 18.35  -0.152
H 16.96 15.60 17.29  0.120
H 23.72 21.29 27.54  0.114
H 19.99 16.98 14.88  0.118
H 14.73 21.82 16.42  0.110
C 21.11 21.30 21.68  -0.788
N 18.71 14.37 29.87  -0.287
H 16.26 16.00 29.30  0.087
C 11.95 17.46 22.29  -0.122
H 27.71 9.27 23.35  0.113
C 25.56 13.74 18.83  -0.172
H 24.32 18.28 20.68  0.089
H 17.00 23.62 16.75  0.150
H 17.72 16.55 15.19  0.144
H 16.24 21.06 26.94  0.120
H 19.05 16.22 18.55  0.077
H 24.87 16.10 17.95  0.103
H 18.78 21.57 15.61  0.143
H 17.94 13.63 13.00  0.111
H 24.32 21.75 25.26  0.111
H 14.83 17.77 21.86  0.123
H 20.83 15.39 25.81  0.088
H 20.89 25.15 25.88  0.136
H 18.76 13.10 14.92  0.115
C 20.31 13.67 20.05  -0.022
C 20.45 16.11 29.94  -0.150
C 25.26 14.45 20.10  -0.101
H 20.55 13.09 19.14  0.088
C 20.88 18.04 22.07  -0.133
C 26.37 9.29 24.93  -0.167
H 16.58 18.13 27.52  0.110
H 21.50 9.57 21.55  0.079
H 20.46 14.35 22.97  0.130
H 17.45 21.12 14.03  0.145
H 19.05 14.52 24.19  0.102
H 17.12 14.91 14.95  0.126
H 20.72 16.94 29.25  0.106
C 21.26 23.06 25.97  -0.085
H 16.71 14.28 23.70  0.054
H 19.10 15.60 28.36  0.138
H 16.19 21.74 29.87  0.107
C 21.54 14.44 20.44  -0.772
C 20.35 16.10 16.86  -0.143
H 18.06 13.29 31.53  0.129
C 14.83 19.44 29.56  0.028
H 10.41 19.05 24.04  0.112
C 17.89 14.65 12.62  -0.231
H 21.52 17.33 23.95  0.088
H 18.95 14.10 10.84  0.084
H 23.81 23.42 25.22  0.105
O 21.03 17.53 26.83  -0.084
C 13.67 18.63 23.48  -0.145
H 18.47 17.79 24.33  0.106
C 15.67 23.88 15.04  -0.164
H 24.89 13.95 18.01  0.109
H 23.74 10.14 21.91  0.161
N 12.25 18.74 23.03  -0.283
H 20.64 19.00 22.55  0.100
H 20.38 13.51 14.33  0.132
H 22.37 20.67 20.01  0.069
C 22.28 17.47 26.75  -0.754
H 19.46 14.28 31.84  0.104
C 22.30 10.08 23.53  -0.224
C 10.49 16.06 20.90  -0.090
H 28.43 15.63 18.22  0.132
H 17.25 13.98 10.66  0.089
C 16.37 18.96 26.87  -0.288
H 19.81 13.29 28.34  0.108
H 23.67 16.42 19.25  0.090
H 13.65 19.70 27.18  0.089
C 15.35 21.79 29.23  0.022
H 15.43 19.94 20.73  0.113
C 13.22 19.89 20.99  -0.175
C 17.44 14.06 29.20  -0.144
H 25.95 16.15 22.15  0.146
H 20.73 21.35 17.14  0.089
H 16.88 15.06 12.89  0.126
H 20.05 12.91 20.76  0.057
C 15.66 21.36 16.78  0.033
C 18.56 17.61 21.71  -0.160
C 20.05 20.77 17.75  -0.072
H 23.49 23.07 27.68  0.124
C 19.15 17.00 24.68  0.005
C 10.64 17.40 21.53  -0.231
H 20.68 10.88 22.27  0.074
H 23.41 11.72 22.61  0.115
C 15.36 21.75 13.77  -0.150
H 25.57 18.71 23.43  0.072
C 21.18 9.92 22.52  -0.077
H 11.75 19.88 24.71  0.111
C 21.47 15.06 29.47  -0.165
H 21.87 12.91 29.47  0.135
N 15.07 20.48 28.53  -0.331
H 13.98 19.56 30.17  0.104
H 17.96 20.12 16.25  0.122
H 19.96 13.67 16.02  0.104
H 17.60 14.21 28.14  0.104
H 23.83 16.67 27.95  0.087
H 16.27 23.63 13.01  0.137
O 21.42 21.52 22.86  -0.075
H 10.47 15.30 21.66  0.086
H 26.34 9.67 25.95  0.132
H 26.55 8.22 24.94  0.131
C 25.13 18.12 21.42  -0.205
H 25.04 17.55 18.80  0.108
H 24.29 16.13 21.59  0.122
H 9.51 15.95 20.43  0.099
H 15.74 19.40 30.16  0.118
C 21.00 16.94 23.12  -0.100
H 14.49 23.61 13.25  0.128
H 25.98 10.88 22.08  0.157
C 22.98 22.10 27.49  0.002
H 26.02 18.63 21.02  0.114
C 21.90 20.67 25.90  0.018
H 15.47 17.76 25.67  0.085
C 21.41 24.43 26.53  -0.239
C 18.74 16.26 22.39  -0.073
H 15.91 21.75 17.77  0.108
C 24.45 11.60 24.98  0.047
H 18.78 22.57 17.96  0.115
O 22.94 17.56 25.67  -0.076
H 22.47 24.75 26.56  0.128
H 14.08 14.91 29.13  0.083
H 25.34 11.76 25.55  0.098
H 17.68 17.49 21.07  0.116
H 27.66 13.43 19.02  0.113
H 17.87 15.06 31.59  0.123
H 18.34 16.43 29.63  0.137
H 27.97 11.80 23.08  0.129
H 16.26 20.05 14.78  0.131
H 21.14 16.82 17.13  0.130
H 10.71 18.17 20.76  0.107
C 25.85 11.38 23.07  -0.143
H 15.67 18.79 22.97  0.121
C 17.96 15.33 16.94  -0.134
N 22.44 22.07 26.12  -0.352
H 11.60 18.08 24.79  0.119
C 18.02 14.63 11.08  -0.071
C 27.54 9.92 24.20  -0.176
H 21.40 20.63 24.95  0.079
H 24.00 18.05 23.32  0.057
C 26.99 16.22 19.64  -0.118
H 14.69 20.82 22.06  0.117
O 22.36 13.94 21.26  -0.079
C 16.21 14.94 29.59  -0.184
C 15.45 23.26 13.66  -0.168
H 25.89 14.14 20.91  0.122
H 21.14 23.05 24.90  0.115
C 23.47 22.40 25.12  0.008
C 19.71 13.34 29.43  -0.116
C 18.06 21.20 16.38  -0.149
C 20.31 16.05 15.31  -0.063
H 13.02 18.98 20.41  0.115
H 28.54 9.87 24.67  0.140
H 24.37 19.73 22.74  0.069
N 19.75 16.29 23.55  -0.209
C 25.10 9.37 24.14  -0.122



Entry from OMol25: a gas-phase ion, C3H2FO3 (charge -1) (ωB97M-V/def2-TZVPD).

Calculated values
- Charge: -1
- E_LUMO (spin up / spin down): 3.793 / 2.729 eV
- 2S+1: 3
- Energy above the lowest of the compared OMol25 structures with the same formula, charge and spin: 17.5 kcal per mole

Last column: natural (NBO) charge in e.
Positions of all 9 atoms, in Å:
H 0.77 0.32 1.60  0.171
C 1.00 -1.18 -0.97  0.767
C -0.10 0.06 -0.38  0.156
C -0.12 0.51 0.90  -0.007
O -1.13 1.37 1.41  -0.697
F -1.17 0.59 -1.12  -0.389
O 1.27 -1.97 -0.09  -0.731
O 1.41 -1.06 -2.14  -0.743
H -1.93 1.36 0.79  0.473



Entry from OMol25: a molecular structure, C16H27BBr4Cl6F5MgN2NaO4 (ωB97M-V/def2-TZVPD).

Calculated values
- E_LUMO: -5.933 eV

Last column: natural (NBO) charge in e.
Positions of all 67 atoms, in Å:
H -0.28 -3.92 1.70  0.155
H -0.14 -2.37 1.41  0.230
C -0.41 -4.56 0.82  0.441
C -3.60 -0.01 -6.25  -0.438
H 2.77 -2.85 1.15  0.273
Mg 5.74 -3.18 -0.07  0.277
C 3.76 5.13 -3.18  -0.272
F -3.49 0.42 -0.23  -0.521
B -2.26 0.83 -0.82  1.347
H 4.51 -2.06 1.32  0.198
C 3.68 0.75 1.06  -0.738
H -3.99 1.08 -4.44  0.251
H -3.77 0.87 -6.86  0.231
C -0.45 -1.52 2.13  -0.498
Cl -2.67 -2.90 -0.61  -0.708
H 0.69 1.73 2.43  0.221
C 0.43 -4.16 -0.35  -0.143
H 4.33 4.29 -3.62  0.156
H -1.42 1.52 0.96  0.464
H -1.44 3.48 4.59  0.265
Br -1.61 1.12 5.39  -0.024
C -2.23 2.95 5.11  -0.463
Br -2.11 -0.93 -7.11  -0.032
C 0.85 -0.62 2.35  -0.056
O 4.39 6.28 -3.03  -0.415
H 3.36 4.65 -2.26  0.226
Cl -0.01 0.74 -1.67  0.149
H -2.35 3.39 6.11  0.286
N 1.47 -0.58 0.99  -0.668
Cl -1.82 5.21 5.73  -0.453
N -1.02 0.67 1.39  -0.496
C -1.36 -0.60 1.21  0.224
F -1.64 1.82 0.00  -0.459
H -2.18 -0.96 0.52  0.326
Br -2.99 2.49 2.51  -0.029
F -1.38 -0.30 -0.93  -0.488
H -4.21 2.16 4.70  0.234
H 0.60 -3.08 -0.41  0.211
H 1.54 -0.82 3.22  0.232
H 2.85 5.13 -3.82  0.150
H -2.26 0.81 -4.73  0.193
Cl 1.36 1.68 -4.06  -0.010
F -2.51 1.36 -2.12  -0.550
O 0.04 -5.87 1.11  -0.480
C 1.34 -5.91 0.71  0.961
H -4.01 3.88 4.32  0.254
O 1.65 -4.86 -0.10  -0.511
Cl 2.82 0.17 -2.05  0.025
Na -0.04 -0.44 -3.89  0.915
H 3.86 1.06 -0.02  0.260
C 2.78 -0.59 0.97  0.594
H -0.57 0.76 3.37  0.242
C 1.53 1.37 -2.32  -0.267
H 3.14 1.59 1.58  0.253
C -3.51 2.91 4.34  -0.446
H 0.01 -4.50 -1.31  0.221
C -3.26 0.38 -4.83  -0.468
H -4.46 -0.67 -6.32  0.243
F -1.71 -4.60 0.48  -0.291
O 2.12 -6.75 1.03  -0.562
H -0.91 -2.09 2.99  0.264
Cl 1.95 2.87 -1.49  0.066
C 0.06 0.79 2.41  -0.279
Br -3.34 -1.16 -3.64  0.046
H 4.68 0.49 1.53  0.231
H 3.62 -2.17 -0.32  0.232
C 3.48 -2.04 0.81  -0.781



Entry from OMol25: 4 unconnected molecules or ions with the total composition C12H28N4O4 (ωB97M-V/def2-TZVPD).

Calculated values
- Charge: -1
- E_LUMO (spin up / spin down): 2.606 / 2.590 eV
- 2S+1: 2
- Energy above the lowest of the compared OMol25 structures with the same formula, charge and spin: 68.5 kcal per mole

Last column: natural (NBO) charge in e.
Positions of all 48 atoms, in Å:
H 7.48 16.75 -4.67  0.196
C 2.64 20.15 -4.39  -0.644
H 1.52 19.23 -10.90  0.209
O 4.06 14.73 -5.31  -0.654
H 1.93 20.78 -9.85  0.218
H 2.25 19.69 -3.48  0.201
N 8.10 20.35 -14.36  -0.432
C 4.80 17.09 -6.48  -0.476
H 9.03 20.97 -16.18  0.230
H 2.32 22.85 -3.72  0.189
N 5.63 16.23 -5.59  -0.416
H 3.14 19.03 -12.36  0.106
H 8.76 20.66 -12.37  0.183
C 2.17 19.79 -10.22  -0.439
H 5.44 20.31 -9.54  0.220
H 0.55 22.91 -4.21  0.211
H 5.22 18.09 -6.51  0.202
H 7.27 17.53 -6.30  0.217
H 4.78 16.63 -7.47  0.194
O 5.25 19.16 -12.11  -0.676
H 0.96 21.70 -3.20  0.197
H 6.39 20.99 -13.58  0.137
H 9.11 19.04 -13.05  0.199
C 1.53 21.32 -6.22  0.448
H 3.50 20.78 -4.15  0.169
C 5.17 15.17 -5.00  0.504
C 9.23 20.37 -15.29  -0.421
H 3.11 19.52 -5.14  0.244
H 4.44 18.92 -9.09  0.209
C 7.06 16.66 -5.67  -0.575
C 1.43 22.30 -3.99  -0.562
H 3.93 20.70 -8.80  0.222
H 9.91 21.04 -14.76  0.196
H 5.88 14.80 -4.24  0.102
O 6.36 21.34 -15.64  -0.658
C 6.86 20.86 -14.57  0.532
H 0.89 22.18 -6.49  0.105
N 3.55 19.61 -10.52  -0.416
C 4.41 19.95 -9.43  -0.526
H 9.63 19.40 -15.58  0.200
N 1.76 21.23 -4.90  -0.432
H 7.54 19.54 -12.47  0.259
H 7.64 15.79 -5.99  0.187
C 4.04 19.25 -11.77  0.527
O 1.84 20.46 -7.04  -0.679
C 8.41 19.88 -13.04  -0.451
H 3.76 17.16 -6.15  0.228
H 2.04 19.15 -9.35  0.216



no.,calculated total energy (eV)
1,-120758.98358
2,-11999.58806
3,-407615.27580
4,-27044.93560